DFT (wB97M-V/def2-TZVPD) results for a cluster of 2 separate species, C2H8 in total.

```
10
Properties=species:S:1:pos:R:3:nbo_charge:R:1
C -3.255 1.674 -7.804 -0.853
H -3.312 1.560 -6.711 0.214
H -4.140 2.221 -8.162 0.213
H -3.222 0.681 -8.276 0.214
H -2.346 2.235 -8.067 0.213
C -1.413 2.975 -11.101 -0.853
H -0.585 2.389 -10.676 0.213
H -1.988 2.345 -11.797 0.214
H -1.009 3.843 -11.642 0.213
H -2.072 3.321 -10.291 0.213
```

## Properties
**ΔE to the lowest compared entry with this formula, charge and spin**: 0.004 eV
**Structure (SMILES)**: C.C
**E_tot**: -2203.6302 eV
**Net charge**: 0
**Kohn-Sham gap**: 14.2 eV